# 1
Molecular formula: C4H10INO
Method: DFT, wB97M-V/def2-TZVPD

```
17
C4H10INO wB97M-V/def2-TZVPD
C 1.4605 -0.8607 0.9426
C 0.0043 -0.9570 -1.1218
C 0.6388 1.2315 -0.0877
C 0.2356 -0.1981 0.1970
N -2.2473 0.8744 0.0214
O -0.9260 -0.1928 0.9288
I -3.8694 -0.2222 -0.0194
H 1.1984 -1.8690 1.2325
H 2.2238 -0.9421 0.1916
H 1.6390 -0.2206 1.7726
H -0.8103 -1.6814 -0.9921
H 0.9179 -1.3285 -1.5185
H -0.4580 -0.2274 -1.8403
H -0.2574 1.8740 -0.6177
H 0.8808 1.8502 0.7763
H 1.5338 1.2103 -0.5971
H -2.1644 1.6594 0.7319
```

Values from the calculation:
* Kohn-Sham gap (alpha / beta): 8.184 / 8.193 eV
* charge: 0
* LUMO level (alpha / beta): -0.94 / -0.94 eV
* spin multiplicity: 1

---

# 2
Molecular formula: C4H10IP
Method: DFT, wB97M-V/def2-TZVPD

```
16
C4H10IP wB97M-V/def2-TZVPD
C -0.5987 1.6727 0.6635
C -0.2421 -0.8142 1.2113
C 1.1050 0.0091 -1.5757
C -0.9953 0.1508 0.4404
P -0.7237 -0.0692 -1.3692
I 0.5997 -3.9775 -1.2545
H -0.9609 2.3432 -0.0787
H -0.7124 1.7743 1.7381
H 0.5282 1.9720 0.5572
H -0.6552 -1.7554 0.8252
H -0.3608 -0.5099 2.2428
H 0.8711 -0.8898 1.0557
H 1.6699 0.5395 -0.8208
H 1.2961 0.5664 -2.5205
H 1.2780 -1.0890 -1.8564
H -2.0988 0.0771 0.7413
```

Values from the calculation:
* Kohn-Sham gap (alpha / beta): 8.483 / 4.677 eV
* charge: 0
* LUMO level (alpha / beta): -0.92 / -3.08 eV
* spin multiplicity: 1

---

# 3
Molecular formula: C4H10IP
Method: DFT, wB97M-V/def2-TZVPD

```
16
C4H10IP wB97M-V/def2-TZVPD
C 0.1221 0.5786 1.0518
C 0.3340 1.4855 -1.3393
C -0.9605 -2.2421 0.1142
C 0.2678 0.2574 -0.4070
P -1.1089 -0.8096 -1.0595
I 4.1315 -0.1100 -0.0470
H -0.5393 1.4556 1.3167
H -0.2977 -0.3084 1.7378
H 1.2319 0.7344 1.3114
H 0.6167 1.2970 -2.4193
H 1.2359 2.0117 -1.0679
H -0.6350 1.9668 -1.2020
H -0.3007 -2.9071 -0.2455
H -1.9520 -2.7842 0.0833
H -0.8358 -1.8952 1.0841
H 1.2579 -0.1863 -0.7171
```

Values from the calculation:
* Kohn-Sham gap (alpha / beta): 8.602 / 4.177 eV
* charge: 0
* LUMO level (alpha / beta): -0.44 / -3.56 eV
* spin multiplicity: 1

---

# 4
Molecular formula: C4H10IPS
Method: DFT, wB97M-V/def2-TZVPD

```
17
C4H10IPS wB97M-V/def2-TZVPD
C -0.0733 0.4715 -2.7158
C 0.2603 0.3544 2.6940
C -0.3389 -0.8275 -1.8916
C 1.4692 0.1639 1.9308
P -0.6091 -0.5815 -0.0472
S -1.3154 -2.2634 0.6139
I -2.2849 1.3811 0.2166
H -0.3195 0.3551 -3.8131
H -0.7210 1.2751 -2.2625
H 0.8863 0.9148 -2.6376
H -0.4137 1.1272 2.2161
H -0.4530 -0.4911 2.5305
H 0.4838 0.6354 3.7556
H 0.5208 -1.4717 -1.9847
H -1.2060 -1.3380 -2.3803
H 2.0393 -0.6971 2.2205
H 2.0751 0.9918 1.5548
```

Values from the calculation:
* Kohn-Sham gap (alpha / beta): 7.700 / 6.244 eV
* charge: 0
* LUMO level (alpha / beta): -0.67 / -2.16 eV
* spin multiplicity: 1

---

# 5
Molecular formula: C4H10N
Method: DFT, wB97M-V/def2-TZVPD

```
15
C4H10N wB97M-V/def2-TZVPD
C 2.5881 -0.0027 -0.3161
C 2.9167 0.1928 0.9567
H 3.3189 0.2026 -1.0905
H 1.7802 -0.7142 -0.4961
H 3.9234 0.4756 1.2540
H 2.1502 0.3213 1.7257
C -2.1448 -0.2840 0.9204
C -1.1595 -0.2018 -1.2839
N -1.9686 0.3120 -0.4094
H -2.6634 -1.2330 0.8631
H -1.1566 -0.4556 1.3663
H -2.5973 0.4760 1.5509
H -0.0990 -0.3340 -1.0654
H -1.4850 -0.1933 -2.3254
H -2.5791 1.0959 -0.6258
```

Values from the calculation:
* Kohn-Sham gap: 6.558 eV
* charge: +1
* LUMO level: -6.48 eV
* spin multiplicity: 1

---

# 6
Molecular formula: C4H10N
Method: DFT, wB97M-V/def2-TZVPD

```
15
C4H10N wB97M-V/def2-TZVPD
C 1.7534 1.3099 1.1075
C 1.1732 0.0165 0.5294
C -0.2935 0.2297 0.1322
C -2.0580 -0.7815 -1.1292
N -0.8250 -0.8637 -0.7990
H 2.8447 1.4601 1.0400
H 1.6243 1.0351 2.2149
H 1.2373 2.2194 0.8094
H 1.4101 -0.9382 1.0301
H 1.8013 -0.1678 -0.3972
H -0.5447 1.1216 -0.4426
H -0.8716 0.2529 1.0568
H -2.7269 -0.0878 -0.6243
H -2.4382 -1.4195 -1.9258
H -0.2335 -1.6581 -0.9938
```

Values from the calculation:
* Kohn-Sham gap (alpha / beta): 12.767 / 6.987 eV
* charge: +2
* LUMO level (alpha / beta): -9.52 / -15.31 eV
* spin multiplicity: 2

---

# 7
Molecular formula: C4H10N2
Method: DFT, wB97M-V/def2-TZVPD

```
16
C4H10N2 wB97M-V/def2-TZVPD
C -0.6201 0.6679 3.3021
C -0.3745 0.2169 2.0456
N -0.2418 0.8670 0.8113
H -1.1494 1.6221 3.4943
H -0.3038 0.0115 4.1896
H -0.5373 -0.7767 1.8882
H -1.2137 1.0590 0.5753
H 0.4038 1.3252 0.1936
C -0.3212 -1.3830 -2.5973
C 0.6756 -0.4736 -2.3900
N 1.1063 -0.0166 -1.2424
H -0.9695 -1.1014 -3.3524
H -0.4403 -2.1916 -1.9641
H 1.0317 0.1573 -3.2547
H 1.0354 -0.4851 -0.2837
H 1.9188 0.5011 -1.4156
```

Values from the calculation:
* Kohn-Sham gap (alpha / beta): 2.747 / 7.254 eV
* charge: -1
* LUMO level (alpha / beta): 3.87 / 3.71 eV
* spin multiplicity: 2

---

# 8
Molecular formula: C4H10N2
Method: DFT, wB97M-V/def2-TZVPD

```
16
C4H10N2 wB97M-V/def2-TZVPD
C -0.8497 -1.8073 -0.5339
C 0.1912 -1.1932 -1.1258
N 1.5044 -1.6187 -1.1989
H -0.7816 -2.3099 0.4228
H -1.7903 -1.8314 -1.0552
H -0.1033 -0.4168 -1.8266
H 1.7420 -2.3237 -0.5122
H 2.1800 -0.8651 -1.2056
C -0.5538 2.4105 0.1096
C -0.6403 1.3051 0.8615
N 0.4609 0.7443 1.4930
H 0.1539 3.2033 0.3040
H -1.4235 2.6631 -0.4800
H -1.5746 0.7649 0.9168
H 1.1456 1.3939 1.8416
H 0.3390 -0.1188 1.9887
```

Values from the calculation:
* Kohn-Sham gap: 8.993 eV
* charge: 0
* LUMO level: 1.03 eV
* SMILES string: C=CN.C=CN
* spin multiplicity: 1

---

# 9
Molecular formula: C4H10N2
Method: DFT, wB97M-V/def2-TZVPD

```
16
C4H10N2 wB97M-V/def2-TZVPD
C -2.1597 -0.0451 0.0504
C -1.1798 -0.4568 -1.0358
C 0.3376 -0.4732 -0.6475
N 0.6499 0.3478 0.5054
C 1.9819 0.6452 0.7151
N 2.5262 0.7234 1.8542
H -2.1736 1.0281 0.2250
H -1.9033 -0.4493 1.0356
H -3.1607 -0.4050 -0.1815
H -1.3761 -1.4296 -1.4850
H -1.2708 0.2684 -1.8487
H 0.8203 -0.1023 -1.5485
H 0.6842 -1.5042 -0.4965
H 0.2149 -0.0253 1.3385
H 2.5214 0.8619 -0.2088
H 3.4876 1.0162 1.7280
```

Values from the calculation:
* Kohn-Sham gap: 10.169 eV
* charge: 0
* LUMO level: 1.03 eV
* SMILES string: [H]/N=C/NCCC
* spin multiplicity: 1

---

# 10
Molecular formula: C4H10N2
Method: DFT, wB97M-V/def2-TZVPD

```
16
C4H10N2 wB97M-V/def2-TZVPD
C 0.9916 -0.0024 -0.9026
C 0.7583 0.0233 -2.2083
C 2.4218 -1.7265 -0.3925
N 2.1737 -0.4947 -0.3244
H 0.3031 0.4222 -0.1784
H 1.4943 -0.3495 -2.9087
H -0.1379 0.4764 -2.6024
H 3.3504 -2.0973 0.0333
H 1.7498 -2.4427 -0.8732
C -2.0903 0.3524 1.4844
N -1.2373 1.5425 1.4052
H -3.1593 0.5621 1.5885
H -1.7772 -0.2414 2.3401
H -1.9500 -0.2592 0.5942
H -1.5688 2.1655 0.6774
H -1.3220 2.0692 2.2674
```

Values from the calculation:
* Kohn-Sham gap: 9.990 eV
* charge: 0
* LUMO level: 1.03 eV
* SMILES string: C=CN=C.CN
* spin multiplicity: 1

---

# 11
Molecular formula: C4H10N2
Method: DFT, wB97M-V/def2-TZVPD

```
16
C4H10N2 wB97M-V/def2-TZVPD
C 1.6636 -0.4009 -1.0655
C 0.8574 0.5059 -0.1042
C -1.8142 -1.4007 -0.4509
C 0.0818 1.3257 1.8802
N -1.1961 -1.0626 -1.4404
N 0.9164 0.4393 1.1550
H 1.2855 -1.4692 -1.1571
H 1.4698 -0.0991 -2.0781
H 0.2770 1.2027 -0.5608
H -1.1885 -1.9134 0.3335
H 2.6447 -0.3504 -0.5551
H -2.7538 -1.0912 -0.0696
H 0.8166 1.9583 2.4701
H -0.5634 2.0338 1.2884
H -0.6222 0.7894 2.3906
H -1.8747 -0.4675 -2.0360
```

Values from the calculation:
* Kohn-Sham gap: 10.469 eV
* charge: 0
* LUMO level: 1.04 eV
* SMILES string: C/C=N/C.C=N
* spin multiplicity: 1

---

# 12
Molecular formula: C4H10N2
Method: DFT, wB97M-V/def2-TZVPD

```
16
C4H10N2 wB97M-V/def2-TZVPD
C 1.6067 0.7589 -1.0542
C 0.9789 -0.6578 -1.0601
C -0.5471 -0.7948 -0.9432
N -1.0759 -0.6787 0.4099
C -0.3746 0.1242 1.3370
N -0.8019 1.2009 1.8505
H 2.0292 1.0445 -2.0106
H 2.1845 0.8961 -0.1442
H 0.7527 1.4321 -0.8944
H 1.2702 -1.1710 -1.9773
H 1.4539 -1.2531 -0.2739
H -0.9055 -1.6300 -1.5367
H -0.8992 0.1154 -1.4665
H -1.9530 -1.1292 0.5953
H 0.5962 -0.3272 1.5289
H -1.7903 1.0888 2.0905
```

Values from the calculation:
* Kohn-Sham gap: 9.614 eV
* charge: 0
* LUMO level: 1.04 eV
* SMILES string: [H]/N=C\NCCC
* spin multiplicity: 1